No. 1
13
Properties=species:S:1:pos:R:3 method="wB97M-V/def2-TZVPD" orbital_gap_ha="0.274 / 0.276" spin_multiplicity=1 fmax_ev_per_a=4.40 total_energy_ha=-340.58684 de_lowest_kcal_mol=130.6 lumo_ev="-0.666 / -0.429"
O -2.878 1.255 0.191
N -0.074 0.571 0.058
N -2.292 0.263 0.512
C -2.193 -0.965 0.025
C 0.148 -0.662 -0.172
C -0.976 -1.609 -0.123
C 0.976 1.453 0.027
H 0.787 2.093 -0.912
H -3.127 -1.591 -0.326
H 1.964 0.963 -0.159
H 1.016 2.169 0.845
H 1.164 -1.002 -0.210
H -0.935 -2.584 -0.505



No. 2
13
Properties=species:S:1:pos:R:3 method="wB97M-V/def2-TZVPD" orbital_gap_ha=0.371 spin_multiplicity=1 fmax_ev_per_a=1.42 total_energy_ha=-340.68972 smiles=CN(C#N)[C@H]1CO1 de_lowest_kcal_mol=66.0 lumo_ev=0.699
O 1.112 -1.566 -0.743
N -0.602 -0.014 -0.049
N -2.436 -1.612 -0.480
C -1.548 -0.910 -0.290
C 1.729 -0.838 0.277
C 0.702 -0.201 -0.563
C -0.976 1.325 0.363
H -1.009 2.003 -0.497
H 1.001 0.517 -1.331
H -1.959 1.295 0.828
H 1.467 -1.121 1.293
H 2.769 -0.576 0.107
H -0.249 1.699 1.085



No. 3
13
Properties=species:S:1:pos:R:3 method="wB97M-V/def2-TZVPD" orbital_gap_ha=0.272 spin_multiplicity=1 fmax_ev_per_a=3.03 total_energy_ha=-340.62073 de_lowest_kcal_mol=109.3 lumo_ev=0.154
O -3.137 0.384 -0.067
N -1.277 -0.717 0.089
N 0.069 1.390 -0.324
C 0.762 0.280 -0.103
C 2.289 0.327 0.008
C -1.749 0.473 -0.171
C 0.091 -0.894 0.103
H -1.899 -1.470 0.374
H -3.670 1.163 -0.264
H 0.495 -1.878 0.223
H 2.674 -0.624 -0.378
H 2.763 1.141 -0.549
H 2.593 0.422 1.060



No. 4
13
Properties=species:S:1:pos:R:3 method="wB97M-V/def2-TZVPD" orbital_gap_ha=0.334 spin_multiplicity=1 fmax_ev_per_a=0.70 total_energy_ha=-340.68778 de_lowest_kcal_mol=67.2 lumo_ev=0.557
O 0.954 -1.306 -1.424
N 0.880 -0.934 0.902
N -1.876 1.152 0.589
C 1.256 -0.373 -0.410
C 0.339 0.814 -0.468
C -0.283 -0.553 1.386
C -0.649 0.566 0.415
H -0.016 -1.294 -1.506
H 0.401 1.548 -1.265
H 2.331 -0.191 -0.471
H 1.441 -1.670 1.311
H -2.268 1.636 -0.205
H -2.527 0.540 1.061



No. 5
13
Properties=species:S:1:pos:R:3 method="wB97M-V/def2-TZVPD" orbital_gap_ha=0.386 spin_multiplicity=1 fmax_ev_per_a=0.52 total_energy_ha=-340.71864 smiles="c1cn[nH]c1.C=O" de_lowest_kcal_mol=47.9 lumo_ev=1.010
O -2.410 -0.323 1.608
N 1.822 0.741 -0.298
N 0.562 0.967 -0.694
C 0.019 -0.241 -0.751
C 0.932 -1.251 -0.384
C -2.674 0.610 0.892
C 2.093 -0.570 -0.100
H -3.589 0.624 0.265
H 3.069 -0.908 0.219
H 2.447 1.522 -0.186
H -1.014 -0.352 -1.053
H -2.018 1.497 0.809
H 0.760 -2.315 -0.326



No. 6
13
Properties=species:S:1:pos:R:3 method="wB97M-V/def2-TZVPD" orbital_gap_ha="0.298 / 0.298" spin_multiplicity=1 fmax_ev_per_a=0.39 total_energy_ha=-340.64650 de_lowest_kcal_mol=93.1 lumo_ev="0.457 / 0.457"
O 0.812 -2.070 0.531
N -0.446 1.181 -0.196
N 1.918 0.779 -0.046
C 0.065 -0.982 0.212
C 0.586 0.335 -0.002
C -1.397 -0.792 0.226
C -1.652 0.509 -0.059
H 2.487 0.064 -0.493
H -0.324 2.136 -0.500
H 0.392 -1.451 -0.790
H 2.272 0.831 0.909
H -2.123 -1.576 0.393
H -2.587 1.036 -0.188